{
  "formula": "HNO6P",
  "method": "the ωB97M-V functional and the def2-TZVPD basis",
  "total_charge": -1,
  "e_homo_ev": -6.34,
  "spin_multiplicity": 1,
  "smiles": "O=[N+]([O-])[P@](=O)([O-])OO",
  "e_lumo_ev": 3.7893,
  "e_above_lowest_kcal_mol": 8.0,
  "symbols": ["N", "O", "O", "O", "O", "O", "O", "P", "H"],
  "xyz": [[1.15, -0.89, 0.29], [0.58, 1.67, 1.25], [1.43, -1.71, 1.16], [1.75, -0.83, -0.75], [-1.41, -0.20, 1.01], [-1.32, 0.32, -1.61], [-0.28, 1.05, -1.01], [-0.04, 0.47, 0.56], [-1.86, 0.12, -0.89]],
  "mulliken_charge": [0.92, -0.67, -0.60, -0.53, -0.77, -0.35, -0.21, 0.85, 0.35]
}

---

{
  "formula": "C24H27N3O6S",
  "method": "the ωB97M-V functional and the def2-TZVPD basis",
  "e_homo_ev": -8.38,
  "spin_multiplicity": 1,
  "smiles": "CNC(=O)[C@H](Cc1ccc(O)cc1)NC(C)=O.NS(=O)(=O)c1ccc(Oc2ccccc2)cc1",
  "e_lumo_ev": 0.2761,
  "e_above_lowest_kcal_mol": 33.5,
  "symbols": ["O", "O", "O", "O", "O", "O", "C", "C", "C", "C", "C", "C", "C", "C", "C", "C", "C", "C", "C", "C", "C", "C", "C", "C", "C", "C", "N", "N", "N", "C", "C", "C", "C", "S", "H", "H", "H", "H", "H", "H", "H", "H", "H", "H", "H", "H", "H", "H", "H", "H", "H", "H", "H", "H", "H", "H", "H", "H", "H", "H", "H"],
  "xyz": [[1.88, 4.87, -0.35], [-0.30, 1.51, -2.35], [-1.14, -4.45, 4.72], [-2.79, -5.69, 3.34], [-5.24, 0.32, 0.96], [0.25, -2.03, -1.39], [2.62, 3.90, -0.28], [0.12, 2.45, -1.67], [4.28, -2.55, -2.40], [3.69, -3.46, -1.52], [3.53, -1.49, -2.92], [2.35, -3.31, -1.17], [2.19, -1.34, -2.55], [-2.90, 0.14, 1.46], [-3.81, 2.16, 0.42], [-1.36, -3.42, -0.32], [0.30, -2.28, 1.02], [-1.62, 0.72, 1.44], [-2.52, 2.73, 0.40], [-1.90, -4.00, 0.83], [-0.24, -2.85, 2.18], [1.58, -2.24, -1.67], [-4.00, 0.87, 0.95], [-0.25, -2.57, -0.24], [-1.43, 2.01, 0.91], [-1.34, -3.71, 2.08], [0.02, 3.72, -2.08], [2.20, 2.64, -0.21], [-3.19, -3.36, 3.99], [4.12, 4.11, -0.27], [-0.61, 4.14, -3.33], [-0.03, 2.60, 0.88], [0.81, 2.15, -0.33], [-2.04, -4.46, 3.56], [-5.23, -0.59, 1.27], [5.32, -2.67, -2.69], [4.27, -4.29, -1.12], [3.98, -0.79, -3.62], [1.90, -4.05, -0.51], [1.59, -0.53, -2.96], [-3.05, -0.85, 1.86], [-4.66, 2.70, 0.03], [-1.78, -3.63, -1.29], [1.15, -1.61, 1.08], [-0.78, 0.17, 1.83], [-2.38, 3.72, -0.01], [-2.75, -4.67, 0.75], [0.21, -2.63, 3.14], [0.45, 4.42, -1.48], [2.91, 1.93, -0.15], [-3.95, -3.92, 4.35], [-2.77, -2.82, 4.73], [4.56, 3.58, -1.11], [4.53, 3.73, 0.67], [4.33, 5.17, -0.36], [-0.02, 3.80, -4.17], [-0.68, 5.23, -3.35], [-1.61, 3.71, -3.40], [0.49, 2.32, 1.80], [-0.12, 3.69, 0.87], [0.86, 1.06, -0.27]],
  "mulliken_charge": [-0.71, -0.72, -0.69, -0.71, -0.59, -0.48, 0.78, -0.03, -0.38, -0.68, -0.68, -0.24, -0.40, -0.28, -0.87, -0.68, -0.14, -0.32, -0.31, -0.50, -0.56, 0.44, 0.86, 0.25, -0.09, 0.07, 0.05, -0.08, -0.59, -1.31, -1.01, -1.64, 1.09, 1.34, 0.29, 0.38, 0.37, 0.41, 0.42, 0.49, 0.15, 0.42, 0.49, 0.56, 0.51, 0.43, 0.44, 0.42, 0.27, 0.30, 0.30, 0.28, 0.36, 0.34, 0.34, 0.31, 0.36, 0.31, 0.60, 0.45, -0.20]
}

---

{
  "formula": "C7H8N3",
  "method": "the ωB97M-V functional and the def2-TZVPD basis",
  "total_charge": 1,
  "e_homo_ev": -13.73,
  "spin_multiplicity": 1,
  "smiles": "C1=C[C@H]2C=NC=N[N@H+]2C=C1",
  "e_lumo_ev": -4.8693,
  "e_above_lowest_kcal_mol": 67.6,
  "symbols": ["C", "C", "C", "C", "C", "C", "C", "N", "N", "N", "H", "H", "H", "H", "H", "H", "H", "H"],
  "xyz": [[-1.58, 0.70, 0.80], [-1.78, -0.66, 0.45], [-0.48, 1.31, 0.38], [-0.95, -1.40, -0.30], [2.00, 1.02, -0.32], [2.22, -1.02, 0.78], [0.47, 0.75, -0.62], [2.63, 0.22, 0.40], [1.23, -1.61, 0.26], [0.38, -0.87, -0.61], [-2.24, 1.29, 1.58], [-2.65, -1.20, 0.74], [-0.29, 2.27, 0.64], [-1.17, -2.40, -0.46], [2.41, 1.76, -0.87], [2.78, -1.55, 1.66], [0.36, 1.06, -1.67], [0.60, -1.14, -1.53]],
  "mulliken_charge": [-0.37, -0.10, -0.44, -0.66, -0.08, 0.04, 0.08, -0.42, -0.70, 0.44, 0.30, 0.39, 0.49, 0.44, 0.56, 0.35, 0.34, 0.35]
}

---

{
  "formula": "C15H18Br39N2P",
  "method": "the ωB97M-V functional and the def2-TZVPD basis",
  "e_homo_ev": -8.01,
  "spin_multiplicity": 1,
  "e_lumo_ev": -0.2471,
  "symbols": ["C", "C", "P", "N", "N", "H", "H", "H", "H", "H", "C", "Br", "Br", "Br", "H", "C", "Br", "Br", "Br", "H", "C", "Br", "Br", "Br", "H", "C", "Br", "Br", "Br", "H", "C", "Br", "Br", "Br", "H", "C", "Br", "Br", "Br", "H", "C", "Br", "Br", "Br", "H", "C", "Br", "Br", "Br", "H", "C", "Br", "Br", "Br", "H", "C", "Br", "Br", "Br", "H", "C", "Br", "Br", "Br", "H", "C", "Br", "Br", "Br", "H", "C", "Br", "Br", "Br", "H"],
  "xyz": [[-1.82, -2.14, 3.63], [-1.39, -1.16, 3.06], [-0.66, 0.24, 2.20], [0.92, 0.31, 2.88], [-0.37, -0.39, 0.62], [-1.89, -3.12, 4.04], [0.85, 0.78, 3.77], [1.18, -0.65, 3.12], [0.34, 0.16, 0.14], [-1.20, -0.35, 0.04], [-3.04, -4.01, 0.12], [-4.60, -2.97, -0.27], [-2.78, -4.17, 2.02], [-3.07, -5.73, -0.76], [-2.18, -3.47, -0.27], [1.77, -0.37, -3.28], [0.77, -1.98, -2.96], [1.80, 0.78, -1.74], [3.55, -0.74, -3.91], [1.26, 0.17, -4.06], [-5.38, 0.97, 1.82], [-6.34, -0.69, 2.00], [-5.41, 2.01, 3.44], [-3.58, 0.64, 1.22], [-5.88, 1.55, 1.06], [5.07, 0.75, 1.07], [6.07, 0.54, -0.56], [4.18, 2.46, 1.13], [3.83, -0.69, 1.35], [5.77, 0.73, 1.89], [-1.27, 3.47, -3.97], [-1.08, 5.28, -3.35], [0.01, 3.05, -5.35], [-1.17, 2.19, -2.53], [-2.25, 3.37, -4.40], [7.02, 4.92, 0.04], [7.25, 6.55, 1.04], [5.67, 5.10, -1.32], [8.68, 4.29, -0.68], [6.66, 4.17, 0.74], [-2.90, -0.06, -4.97], [-1.64, -0.56, -6.35], [-4.09, 1.33, -5.57], [-3.86, -1.58, -4.29], [-2.32, 0.34, -4.15], [-0.02, 2.36, 7.02], [-1.04, 1.53, 5.61], [0.88, 1.05, 8.11], [1.20, 3.68, 6.33], [-0.73, 2.88, 7.66], [-8.09, 4.48, 5.77], [-9.04, 3.68, 4.30], [-7.22, 3.17, 6.87], [-6.85, 5.82, 5.16], [-8.82, 4.98, 6.38], [-8.23, -5.14, 1.46], [-8.00, -3.60, 2.60], [-9.60, -4.84, 0.14], [-6.59, -5.73, 0.65], [-8.58, -5.93, 2.10], [6.59, -2.85, -6.13], [5.60, -4.44, -5.66], [6.72, -1.65, -4.63], [8.32, -3.28, -6.85], [6.03, -2.34, -6.90], [2.81, -3.26, -8.70], [1.83, -4.88, -8.36], [2.85, -2.12, -7.14], [4.58, -3.62, -9.37], [2.28, -2.72, -9.47], [6.18, 0.25, 5.20], [6.46, -1.48, 4.40], [6.61, 1.67, 3.98], [4.40, 0.43, 5.90], [6.86, 0.33, 6.04]],
  "mulliken_charge": [-0.07, -0.58, 0.12, -0.23, -0.21, 0.54, 0.06, 0.24, -0.02, 0.22, -0.32, 0.11, 0.05, -0.05, 0.28, -0.13, 0.01, -0.11, 0.05, 0.21, -0.46, 0.02, 0.05, 0.02, 0.37, 0.20, -0.02, 0.03, 0.00, -0.19, -0.21, -0.04, -0.03, 0.03, 0.22, 0.11, -0.02, 0.01, -0.01, -0.11, 0.45, 0.01, -0.03, -0.02, -0.40, -0.39, 0.07, -0.03, -0.01, 0.33, -0.34, 0.00, -0.02, 0.00, 0.34, -0.32, -0.05, -0.01, 0.01, 0.33, -0.17, 0.03, -0.06, -0.04, 0.18, -0.34, 0.00, 0.06, -0.03, 0.34, -0.38, -0.02, -0.01, 0.06, 0.35]
}

---

{
  "formula": "C20H35MnNSi2",
  "method": "the ωB97M-V functional and the def2-TZVPD basis",
  "e_homo_ev": [-5.79, -7.35],
  "spin_multiplicity": 6,
  "e_lumo_ev": [0.4082, -0.2310],
  "symbols": ["C", "C", "C", "H", "C", "H", "H", "H", "C", "H", "H", "C", "H", "H", "C", "H", "H", "C", "H", "H", "Mn", "H", "C", "Si", "C", "C", "C", "C", "C", "C", "C", "C", "N", "Si", "C", "C", "C", "H", "H", "H", "H", "H", "H", "H", "H", "H", "H", "H", "H", "H", "H", "H", "H", "H", "H", "H", "H", "H", "H"],
  "xyz": [[1.40, -0.87, -2.95], [0.45, 2.08, -2.41], [-0.09, -0.86, -2.65], [1.65, -1.73, -3.61], [-0.90, 1.82, -2.18], [0.95, 2.90, -1.87], [-0.41, -1.85, -2.29], [-1.47, 2.40, -1.44], [-1.12, -0.29, -3.62], [-1.96, -1.02, -3.67], [-0.73, -0.23, -4.65], [2.06, 0.41, -3.50], [2.55, 0.18, -4.46], [2.89, 0.67, -2.82], [1.18, 1.66, -3.66], [0.52, 1.54, -4.54], [1.87, 2.47, -3.93], [-1.73, 1.08, -3.21], [-1.86, 1.70, -4.11], [-2.76, 0.92, -2.84], [0.10, 0.24, -0.96], [1.90, -1.10, -1.97], [-2.50, -1.15, -0.41], [-1.73, -0.49, 1.19], [-2.55, 1.12, 1.67], [-2.49, -1.70, 2.44], [0.18, -0.48, 1.23], [0.80, 0.86, 1.22], [2.04, 1.32, 1.71], [2.29, 2.68, 1.70], [1.34, 3.56, 1.16], [0.17, 3.05, 0.60], [0.01, 1.72, 0.49], [0.91, -1.78, 2.40], [0.41, -1.26, 4.15], [0.28, -3.51, 2.01], [2.79, -1.87, 2.40], [-3.52, -1.48, -0.14], [-1.96, -2.02, -0.81], [-2.59, -0.39, -1.20], [-3.56, 0.89, 2.03], [-2.00, 1.63, 2.47], [-2.64, 1.81, 0.81], [-2.58, -2.71, 2.02], [-1.98, -1.78, 3.41], [-3.50, -1.32, 2.64], [2.74, 0.59, 2.09], [3.23, 3.06, 2.11], [1.50, 4.63, 1.15], [-0.62, 3.69, 0.20], [-0.66, -1.10, 4.29], [0.74, -2.03, 4.86], [0.90, -0.31, 4.40], [0.92, -3.98, 1.25], [0.33, -4.13, 2.92], [-0.75, -3.54, 1.64], [3.20, -1.75, 1.39], [3.24, -1.11, 3.06], [3.10, -2.86, 2.79]],
  "mulliken_charge": [-0.66, 0.10, 0.21, 0.47, -0.50, 0.55, 0.89, 0.42, -1.45, 0.26, 0.49, -0.65, 0.38, 0.30, -1.01, 0.29, 0.45, -1.02, 0.46, 0.46, -0.11, 0.08, -1.02, 0.42, -1.23, -1.39, 0.90, 0.68, -0.95, -0.57, -0.88, -0.80, 0.12, 0.35, -1.21, -1.08, -1.41, 0.54, 0.25, 0.14, 0.47, 0.29, 0.24, 0.37, 0.31, 0.39, 0.22, 0.44, 0.44, 0.38, 0.37, 0.40, 0.32, 0.32, 0.35, 0.28, 0.38, 0.38, 0.36]
}

---

{
  "formula": "C3H9N2O",
  "method": "the ωB97M-V functional and the def2-TZVPD basis",
  "total_charge": 1,
  "e_homo_ev": -15.20,
  "spin_multiplicity": 1,
  "e_lumo_ev": -4.6499,
  "e_above_lowest_kcal_mol": 37.0,
  "symbols": ["C", "C", "C", "N", "N", "O", "H", "H", "H", "H", "H", "H", "H", "H", "H"],
  "xyz": [[1.31, 0.09, 2.32], [0.90, -0.01, 1.05], [-0.48, -0.33, 0.84], [-0.14, 0.45, -2.86], [-1.02, -0.22, -0.37], [-1.36, -0.84, 1.73], [2.37, 0.40, 2.46], [0.90, -0.40, 3.21], [1.42, 0.28, 0.14], [-1.09, 0.80, -3.14], [0.47, 1.29, -2.70], [-2.02, -0.37, -0.28], [0.19, 0.09, -3.70], [-0.49, -0.21, -1.36], [-0.97, -1.01, 2.65]],
  "mulliken_charge": [-0.74, -0.07, 0.78, -0.88, -0.31, -0.44, 0.27, 0.23, 0.30, 0.30, 0.29, 0.24, 0.24, 0.45, 0.35]
}

---

{
  "formula": "C20H39BN5O5S3SiV",
  "method": "the ωB97M-V functional and the def2-TZVPD basis",
  "total_charge": 1,
  "e_homo_ev": [-10.95, -10.87],
  "spin_multiplicity": 2,
  "e_lumo_ev": [-4.1165, -4.0856],
  "e_above_lowest_kcal_mol": 0.0,
  "symbols": ["V", "C", "N", "C", "C", "N", "B", "N", "C", "C", "N", "C", "C", "S", "C", "S", "H", "H", "H", "H", "H", "H", "H", "H", "H", "H", "H", "H", "O", "S", "N", "C", "C", "C", "C", "O", "Si", "O", "O", "C", "C", "C", "C", "O", "C", "C", "C", "C", "H", "H", "H", "H", "H", "H", "H", "H", "H", "H", "H", "H", "H", "H", "H", "H", "H", "H", "H", "H", "H", "H", "H", "H", "H", "H", "H"],
  "xyz": [[-10.47, -10.20, 11.98], [-12.77, -6.39, 10.55], [-13.00, -7.80, 10.71], [-13.52, -8.53, 9.71], [-13.46, -9.82, 10.16], [-12.80, -9.86, 11.40], [-12.85, -10.93, 12.52], [-13.24, -12.29, 12.08], [-14.14, -12.99, 12.86], [-14.13, -14.24, 12.46], [-13.31, -14.31, 11.32], [-12.84, -15.54, 10.66], [-12.73, -13.14, 11.17], [-11.40, -12.78, 10.12], [-12.54, -8.58, 11.72], [-11.50, -8.08, 12.99], [-11.68, -6.16, 10.64], [-13.30, -5.80, 11.27], [-13.16, -6.11, 9.59], [-13.84, -7.99, 8.83], [-13.66, -10.69, 9.60], [-11.84, -10.93, 13.21], [-13.70, -10.46, 13.29], [-14.64, -12.50, 13.73], [-14.60, -15.09, 12.88], [-11.80, -15.55, 11.01], [-12.98, -15.47, 9.61], [-13.48, -16.32, 11.06], [-10.55, -13.83, 13.12], [-9.66, -12.86, 12.46], [-10.41, -12.03, 11.26], [-5.94, -10.99, 10.68], [-6.73, -11.37, 9.45], [-5.87, -11.62, 8.15], [-7.49, -12.67, 9.70], [-7.78, -10.39, 9.15], [-8.21, -9.05, 9.92], [-9.01, -9.49, 11.37], [-9.15, -8.27, 8.94], [-9.99, -8.79, 7.87], [-10.67, -10.08, 8.22], [-9.12, -8.96, 6.62], [-11.08, -7.71, 7.57], [-7.04, -8.05, 10.33], [-6.54, -7.14, 11.34], [-6.83, -7.73, 12.76], [-7.28, -5.80, 11.11], [-4.97, -7.02, 11.13], [-5.10, -11.71, 10.90], [-6.59, -10.94, 11.58], [-5.43, -10.06, 10.57], [-5.09, -12.41, 8.38], [-5.35, -10.69, 7.98], [-6.57, -11.94, 7.34], [-6.69, -13.48, 9.66], [-8.18, -12.87, 8.91], [-8.11, -12.71, 10.56], [-10.01, -10.97, 8.11], [-11.54, -10.28, 7.59], [-11.09, -10.12, 9.23], [-8.44, -9.72, 6.95], [-8.64, -8.00, 6.44], [-9.71, -9.29, 5.73], [-11.68, -7.40, 8.43], [-11.67, -8.06, 6.71], [-10.55, -6.74, 7.34], [-7.92, -7.79, 12.94], [-6.31, -7.16, 13.51], [-6.44, -8.78, 12.74], [-8.33, -6.05, 11.15], [-7.04, -5.49, 10.12], [-7.09, -4.98, 11.82], [-4.58, -8.03, 11.19], [-4.53, -6.43, 11.95], [-4.82, -6.70, 10.15]],
  "mulliken_charge": [0.42, -0.89, 0.18, -0.24, -1.07, 0.26, -0.14, 0.42, -0.49, -0.50, 0.17, -0.91, -0.22, 0.04, 0.25, -0.34, 0.27, 0.32, 0.47, 0.58, 0.55, 0.42, -0.12, 0.41, 0.49, 0.42, 0.29, 0.36, -0.52, 0.37, 0.00, -1.20, 1.54, -1.63, -1.03, 0.65, -0.30, -0.23, -0.17, 1.66, -1.00, -1.72, -1.54, -0.35, 1.33, -1.15, -1.29, -1.52, 0.45, 0.17, 0.16, 0.41, 0.42, 0.32, 0.45, 0.36, -0.34, 0.21, 0.56, -0.18, 0.17, 0.40, 0.40, 0.07, 0.43, 0.40, 0.06, 0.56, 0.20, 0.17, 0.34, 0.38, 0.35, 0.39, 0.39]
}

---

{
  "formula": "C4H6N2",
  "method": "the ωB97M-V functional and the def2-TZVPD basis",
  "e_homo_ev": -9.07,
  "spin_multiplicity": 1,
  "e_lumo_ev": 0.9396,
  "e_above_lowest_kcal_mol": 119.8,
  "symbols": ["N", "C", "C", "C", "N", "C", "H", "H", "H", "H", "H", "H"],
  "xyz": [[-0.97, -1.08, -0.27], [-0.07, -0.15, -0.95], [-1.28, 0.34, -0.25], [0.76, 1.15, 1.10], [1.21, -0.08, 1.16], [1.14, 0.36, -0.19], [-0.63, -1.49, 0.59], [0.04, -0.33, -2.02], [-2.20, 0.64, -0.72], [-0.99, 0.96, 0.62], [0.95, -0.93, 1.64], [2.05, 0.62, -0.71]],
  "mulliken_charge": [-0.53, -0.22, -0.35, -0.53, -0.22, 0.02, 0.22, 0.41, 0.31, 0.20, 0.27, 0.41]
}